C5H13NO2 | ωB97M-V/def2-TZVPD

Properties
Charge: +1
Energy in hartree: -403.17591
Multiplicity: 2
HOMO level (alpha / beta) in hartree: -0.503 / -0.503
<S²>: 0.7686
Gap between HOMO and LUMO (alpha / beta) in eV: 9.7932 / 6.0309
ΔE to the lowest compared entry with this formula, charge and spin in kJ/mol: 178.3
LUMO energy (alpha / beta) in eV: -3.88 / -7.65

Geometry as XYZ:
```
21
Properties=species:S:1:pos:R:3:forces:R:3
N 3.8763 -0.7657 -0.1873 -0.51 0.69 -0.36
C 2.7793 -0.2272 0.4446 -1.04 -1.31 -0.30
C 2.3809 -0.6246 1.7069 0.44 0.40 0.15
C -0.4716 0.6923 -1.5003 -0.03 -0.44 0.50
C 0.5647 0.0001 -0.6877 -0.30 0.22 0.72
C 1.7993 0.4415 -0.4321 0.15 0.83 1.01
H 4.8102 -0.3694 -0.1628 0.21 -0.46 0.69
H 3.5946 -1.0539 -1.1165 0.42 0.31 -0.38
H 2.9580 -1.2934 2.3303 0.15 0.10 0.03
H 1.4026 -0.2877 2.0242 0.01 -0.07 0.14
H -0.4928 0.0676 -2.3962 -0.14 0.74 -0.60
H -0.3393 1.7661 -1.5926 0.54 -0.10 -0.69
H -1.4689 0.6112 -1.0821 0.01 -0.38 0.27
H 0.2735 -0.9434 -0.2381 0.06 -0.23 -0.44
H 2.0791 1.4926 -0.5281 0.16 -0.15 -1.06
H -6.8143 0.4937 0.1983 -0.02 0.10 0.18
H -5.6177 0.5034 -0.7127 0.01 0.14 0.08
O -5.9115 0.8270 0.1478 0.04 -0.27 -0.29
H -1.6680 -0.9628 1.8242 0.04 0.13 0.16
H -2.2578 -0.1665 0.6968 0.00 0.19 0.13
O -1.4766 -0.2009 1.2633 -0.20 -0.43 0.06
```
Positions in Å, forces in eV/Å.